1.
Computed, not measured: C5H6N as an isolated structure in a non-equilibrium geometry, with ωB97M-V with the def2-TZVPD basis set.

## Properties
- HOMO-LUMO gap (eV) = 9.42
- E_HOMO (eV) = -15.25
- strongest force on any atom (eV Å⁻¹) = 2.8
- lowest unoccupied orbital energy (eV) = -5.83
- DFT total energy (Ha) = -248.3894
- energy relative to the best compared isomer or geometry (same formula, charge and spin) (kcal/mol) = 142.0

```
! RIJCOSX wB97M-V def2-TZVPD def2/J DEFGRID3
* xyz 1 1
N 0.35030 -0.30085 0.23651
C 2.13406 -0.90608 0.20474
C -0.79879 -0.84649 0.19716
C -2.00807 0.01685 -0.13362
C 1.16325 0.76201 0.12775
C 2.41795 0.27627 -0.36679
H -2.87736 -0.44458 -0.54304
H 1.03889 1.50788 0.87753
H -0.81017 -1.91014 0.32813
H -1.69417 0.84339 -0.72763
H 3.18120 0.68043 -1.05318
H -2.09710 0.32130 0.85243
*
```

=====

2.
Computed, not measured: an isolated molecule of C4H7NO2 in a non-equilibrium geometry, with ωB97M-V with the def2-TZVPD basis set.

## Properties
- HOMO-LUMO gap (eV) = 10.55
- E_HOMO (eV) = -9.75
- SMILES = C[C@@H]1C(=O)N[C@H]1O
- strongest force on any atom (eV Å⁻¹) = 4.3
- lowest unoccupied orbital energy (eV) = 0.80
- DFT total energy (Ha) = -361.7930
- energy relative to the best compared isomer or geometry (same formula, charge and spin) (kcal/mol) = 55.1

```
! RIJCOSX wB97M-V def2-TZVPD def2/J DEFGRID3
* xyz 0 1
O 0.18089 0.94762 2.25639
O 0.40009 -2.37285 -0.62463
N 1.15968 -0.61703 0.89632
C 0.67479 -1.01196 -0.45485
C 0.19874 0.25630 1.27159
C -0.77827 1.57918 -0.67193
C -0.64345 0.21550 -0.01424
H -1.61888 -0.31771 0.19553
H 1.97591 -1.03328 1.27517
H -0.46401 -2.44363 -0.23498
H -1.35554 1.59103 -1.66856
H 0.19428 2.00067 -1.09291
H 1.31345 -0.88920 -1.24214
H -1.23769 2.09536 0.10924
*
```

=====

3.
Computed, not measured: a 14-piece molecular cluster, C44H124N8O20 overall in a non-equilibrium geometry, with ωB97M-V with the def2-TZVPD basis set.

## Properties
- HOMO-LUMO gap (eV) = 9.27
- E_HOMO (eV) = -9.01
- strongest force on any atom (eV Å⁻¹) = 3.7
- lowest unoccupied orbital energy (eV) = 0.25
- DFT total energy (Ha) = -3693.2900
- energy relative to the best compared isomer or geometry (same formula, charge and spin) (kcal/mol) = 78.3

```
! RIJCOSX wB97M-V def2-TZVPD def2/J DEFGRID3
* xyz 0 1
O -0.40363 5.89051 1.70411
O 0.31186 0.63831 -1.13364
O 5.06207 -1.33882 2.41672
O -4.22449 2.49001 -1.16729
O -2.57523 4.56778 -4.87392
O -0.30831 -3.86572 0.91072
O -0.16005 0.95714 1.72901
O -0.95735 -1.36696 4.33121
O 4.37863 2.63279 -1.11625
O 2.93662 -4.12952 -0.45949
O 5.66116 1.01577 -3.11037
O -5.17647 2.75910 4.30332
O -4.78649 -0.95822 2.11667
O 1.71394 -1.95892 5.60187
O -2.91125 -3.59018 0.23590
O -2.86159 1.29456 2.51133
O 1.51630 -2.82851 -4.62397
O -0.22849 -7.58872 0.60593
O -3.44550 -0.00865 -4.12172
O 0.33435 3.52600 7.15819
N -6.28937 5.67528 -1.07344
N -1.72619 1.60132 -2.73915
N 4.68351 -7.41629 -0.64678
N 1.58131 3.09393 0.35536
N 3.75898 -0.13297 -5.88079
N 0.77541 0.54102 6.43240
N 5.98051 -3.24527 5.36131
N -1.90226 -3.49962 -4.61708
C 1.14277 5.07018 -0.88098
C -0.69890 2.13061 -4.83041
C 5.90377 -2.90434 3.97274
C 3.82374 -6.29993 -1.00602
C -4.03352 5.47860 -0.24074
C -5.34834 3.39957 -1.10736
C -4.07692 -2.91588 0.74723
C 1.41606 -2.47561 -3.22620
C 2.47596 -0.69913 -5.58240
C -3.75979 -1.67648 1.52474
C -4.58940 1.08065 -1.02860
C 4.97868 0.51236 -1.98729
C -5.03493 4.93986 -1.28177
C -1.41059 2.70877 -3.62512
C -0.23892 4.84972 7.27494
C -3.34914 -2.77214 -2.79388
C -0.04568 4.54228 1.40621
C 2.30267 1.44783 4.76486
C 4.78209 -1.86475 3.68461
C 3.60855 -5.28048 0.06413
C 5.55382 -4.15451 3.19848
C 0.70384 2.98457 5.89119
C -2.94019 -2.57819 -4.25494
C 1.59346 -0.30768 -6.82905
C 4.23885 -0.24970 2.03711
C -0.39283 -6.24406 0.14029
C -4.79449 2.90886 2.91682
C 3.82068 1.44061 -1.66509
C -1.49668 5.93554 2.60994
C 1.26496 -2.44008 4.33638
C 1.24890 4.47329 0.45028
C -4.55909 0.17040 -4.96530
C -1.68654 5.51595 -4.39774
C -0.14310 -5.20760 1.26670
C -0.05495 -0.30096 1.09489
C 1.61684 1.72458 6.09076
C 2.56085 -6.83144 -1.71850
C -2.75571 3.41049 -4.06619
C 2.88404 -2.99948 0.31029
C 2.68579 -2.22352 -5.30332
C -0.43761 -0.27119 -0.38301
C -2.47816 -1.05138 -4.54254
C -3.25906 2.62597 2.76529
C -0.25623 -2.57648 4.31778
H -3.82299 -2.78245 -4.86077
H -3.94685 6.56508 -0.22827
H 1.92522 -7.27511 -0.95219
H -4.44451 -0.10591 2.39637
H -1.41123 -6.19761 -0.24545
H 1.93064 -0.97177 -7.62491
H -4.25936 5.17344 0.78101
H 1.24102 -1.13927 5.76352
H 4.76922 -1.07084 4.43136
H 0.98668 -0.59659 1.22019
H 2.54072 -3.15122 1.33363
H 1.33802 3.76773 5.47578
H 4.32051 -5.80374 -1.83976
H -3.00345 5.15897 -0.39848
H 3.20586 1.52385 -2.56128
H -1.25034 -1.28798 5.24199
H -1.82302 6.43651 -4.96523
H 2.82100 -7.48383 -2.55206
H -4.17577 0.45344 -5.94563
H -0.13645 1.22303 -4.61122
H -1.56411 -0.80886 -4.00051
H -5.09012 3.90413 2.58495
H 3.06321 2.21528 4.62100
H -4.33744 -2.39809 -2.52655
H 3.05246 -2.79344 -6.15705
H 4.35924 0.50309 2.81615
H 4.52321 0.09697 1.04360
H 3.80102 -2.33970 3.69047
H -1.44209 1.81629 -5.56320
H -5.08869 -0.77368 -5.09313
H 0.34554 0.81092 7.30559
H -0.84774 3.97516 0.93379
H -7.03647 5.06189 -1.36618
H 0.82323 6.10868 -0.79434
H -2.76808 3.14003 3.59159
H 0.55651 5.58964 7.18599
H 3.89415 -2.60037 0.40242
H -3.16704 -0.96744 0.94680
H -3.17699 -4.28908 -0.36620
H -5.16492 0.97813 -4.55465
H -0.67517 -3.08316 3.44838
H -1.80570 6.97158 2.74860
H -3.69492 0.47498 -1.17412
H 3.23109 -0.66360 2.07190
H 1.97096 -6.03203 -2.16691
H 0.91164 2.64142 -0.25035
H -1.67434 5.73497 -3.33004
H 5.14659 -3.69566 5.71034
H -1.21593 -3.56303 0.83196
H -2.55655 1.76022 -2.18655
H 5.31153 -7.05317 0.05597
H -0.97622 -3.23511 -4.31280
H 4.62251 -0.47146 -2.29280
H 1.72235 -3.40067 4.09939
H 0.38992 1.52994 1.18954
H 1.40736 -1.39139 -3.11448
H -3.26715 3.76057 -3.16955
H -1.43601 0.16359 -0.43066
H 0.28121 -5.96585 -0.66988
H -4.75788 5.18202 -2.30779
H -5.40414 2.17467 2.39015
H -5.77568 3.21684 -0.12142
H -0.84880 5.03941 8.15821
H 4.48188 3.31101 -1.78779
H 2.77528 0.46575 4.74909
H 0.57617 4.48120 -1.60221
H 0.47790 -2.88610 -2.85278
H 2.24490 -2.89681 -2.65725
H 3.56447 -2.35559 -4.67200
H 0.73346 -5.34824 1.89911
H -4.60205 -3.66020 1.34583
H -0.71495 5.15735 -4.73761
H -3.28450 -3.83813 -2.57577
H -0.67904 -1.09018 1.51411
H -0.83037 -8.14140 0.10206
H -6.06518 3.05489 -1.85264
H 1.76325 0.69962 -7.20935
H -5.23485 0.76495 -1.84825
H 6.27796 -4.94920 3.37788
H -2.11501 -4.29394 -4.03066
H -6.29946 6.33004 -1.84239
H -0.57928 -3.12699 5.20133
H -3.45396 2.71080 -4.52552
H 0.01319 0.59923 5.77231
H 2.15600 -2.28282 -0.06978
H 3.08537 1.00608 -0.98788
H 3.11229 -5.70574 0.93647
H -0.86128 4.95466 6.38627
H -0.68366 3.33795 -3.11149
H -2.02298 0.86301 -3.36117
H -2.93098 3.01541 1.80154
H -0.96854 -5.34081 1.96599
H 1.76224 1.46530 3.81843
H 2.15963 5.16528 -1.26184
H 4.56103 -4.90608 0.43922
H 4.03625 -7.98345 -0.11812
H 2.44099 3.07961 -0.17458
H 6.86391 -2.50125 3.65065
H -0.28992 0.94675 -1.81505
H 2.30032 1.92132 6.91675
H -0.44830 -1.29197 -0.76508
H 0.52323 -0.36994 -6.63201
H 2.06347 -0.11762 -4.75791
H -6.10808 2.62303 4.49091
H -1.18541 5.58790 3.59501
H -3.07708 -1.88041 2.34962
H 6.22164 1.70783 -2.75188
H 4.67100 -4.60682 3.65030
H -2.24827 -0.99394 -5.60647
H -4.61776 -2.67025 -0.16670
H 5.62699 0.31721 -1.13305
H -5.08418 0.75242 -0.11450
H 6.04447 -2.37921 5.87702
H 5.36027 -4.08874 2.12782
H 2.00333 5.01889 1.01706
H 4.37434 -0.11191 -5.08017
H -1.93201 1.39826 2.29519
H 0.11359 3.95519 2.31067
H -2.78023 -2.23435 -2.03545
H -0.11645 2.70880 5.22849
H -2.29083 5.24242 2.33243
H 3.65143 0.80447 -6.24097
H 1.63018 -1.76307 3.56412
H -0.11589 2.82788 -5.43210
*
```

=====

4.
Computed, not measured: an isolated molecule of C9H15N3O in a non-equilibrium geometry, with ωB97M-V with the def2-TZVPD basis set.

## Properties
- HOMO-LUMO gap (spin up / spin down) (eV) = 5.05 / 3.75
- E_HOMO (spin up / spin down) (eV) = -6.96 / -6.44
- strongest force on any atom (eV Å⁻¹) = 4.3
- lowest unoccupied orbital energy (spin up / spin down) (eV) = -1.91 / -2.69
- DFT total energy (Ha) = -591.1168
- energy relative to the best compared isomer or geometry (same formula, charge and spin) (kcal/mol) = 183.4

```
! RIJCOSX wB97M-V def2-TZVPD def2/J DEFGRID3
* xyz 0 1
O 0.21788 -0.77005 1.30539
N -1.61379 -0.32448 -2.97142
N 0.08672 0.50196 0.74087
N -1.88282 -1.12717 -0.98975
C -2.10516 -2.21491 -1.92253
C 1.35350 1.22651 0.71805
C -2.22483 -1.14232 0.41595
C -1.63656 -0.08916 -1.73594
C 1.37510 2.14688 1.94272
C 1.34145 2.01037 -0.60488
C -0.99322 -1.54858 1.25558
C -1.89082 -1.62340 -3.14929
C 2.61481 0.26796 0.65713
H -0.53129 -2.44906 0.76745
H -1.27527 -1.75399 2.31648
H 1.84044 1.66228 2.79565
H 0.48193 2.56464 -0.73447
H -2.17340 -3.23151 -1.67814
H 1.96573 3.09725 1.76352
H -2.63720 -0.15706 0.61721
H 0.44543 2.32835 2.25289
H -3.11331 -1.79954 0.58421
H 2.39574 -0.62346 0.09698
H 3.49555 0.88471 0.35781
H 2.82367 0.02458 1.65509
H 2.14314 2.65300 -0.71449
H 1.34975 1.41134 -1.60283
H -1.85316 -1.92513 -4.13923
*
```